No. 1
A single C13H17N5O4S molecule in a non-equilibrium geometry, computed with wB97M-V/def2-TZVPD.

Computed properties:
**Energy above the lowest of the compared OMol25 structures with the same formula, charge and spin**: 0.0 kJ/mol
**Structure (SMILES)**: CCCCOC(=O)Nc1ccc(S(=O)(=O)Nn2cnnc2)cc1
**E_tot**: -1478.4796 a.u.
**2S+1**: 1

Geometry as XYZ:
```
40
C13H17N5O4S wB97M-V/def2-TZVPD
C -7.3448 -0.8822 -1.2550
C -5.9977 -1.3309 -0.7004
C -5.7094 -0.7736 0.6944
C -5.4109 0.7236 0.6938
O -4.2539 1.0351 -0.0880
C -3.0651 0.8436 0.5078
O -2.9070 0.4853 1.6418
N -2.0786 1.1513 -0.3993
C -0.7052 1.1028 -0.2319
C -0.1103 0.6233 0.9374
C 1.2665 0.5868 1.0409
C 2.0442 1.0298 -0.0125
S 3.8143 0.8643 0.0687
O 4.2260 0.6128 1.4092
O 4.4751 1.8580 -0.7164
N 4.0714 -0.6080 -0.8006
N 3.1627 -1.5820 -0.4601
C 3.1073 -2.2427 0.7307
N 2.0496 -2.9953 0.7663
N 1.3911 -2.8501 -0.3922
C 2.0413 -1.9944 -1.1195
C 1.4740 1.5121 -1.1760
C 0.0992 1.5520 -1.2854
H -8.1479 -1.1617 -0.5766
H -7.5305 -1.3540 -2.2168
H -7.3736 0.1949 -1.3977
H -5.2010 -1.0224 -1.3803
H -5.9827 -2.4211 -0.6455
H -6.5660 -0.9466 1.3477
H -4.8482 -1.2899 1.1228
H -5.2472 1.0696 1.7191
H -6.2191 1.2943 0.2354
H -2.4162 1.4713 -1.2973
H -0.7302 0.2800 1.7480
H 1.7502 0.2207 1.9322
H 4.1183 -0.4500 -1.7993
H 3.8371 -2.1222 1.5023
H 1.7763 -1.6737 -2.1059
H 2.1142 1.8632 -1.9703
H -0.3607 1.9288 -2.1871
```


No. 2
A molecular structure, C26H19F8N8S3SbSe4W, computed with wB97M-V/def2-TZVPD.

Computed properties:
**Energy above the lowest of the compared OMol25 structures with the same formula, charge and spin**: 36.0 kJ/mol
**E_tot**: -13346.7927 a.u.
**2S+1**: 1

Geometry as XYZ:
```
70
C26H19F8N8S3SbSe4W wB97M-V/def2-TZVPD
W -0.0650 -0.3729 0.6120
C 3.0396 2.8180 -0.1086
C 1.8258 1.9796 0.1161
N 1.8508 0.6930 0.2300
N 3.0728 0.1026 0.1814
C 3.0380 -1.1827 0.4037
N 4.2100 -1.8413 0.4187
S 1.6035 -2.1278 0.6453
C 0.5020 2.5991 0.1279
C 0.3291 3.9574 -0.0982
C -0.9482 4.4747 -0.1985
C -2.0274 3.6126 -0.1051
C -1.7882 2.2759 0.1378
N -0.5553 1.7808 0.3012
H 3.9350 2.2135 -0.0290
H 3.0831 3.6324 0.6172
H 2.9992 3.2624 -1.1061
H 5.0398 -1.3531 0.1271
H 4.2214 -2.8444 0.4550
H 1.1922 4.5959 -0.2071
H -1.0972 5.5321 -0.3701
H -3.0445 3.9569 -0.2207
H -2.6023 1.5687 0.1908
C -3.3142 -4.4228 4.6786
C -3.4284 -3.0888 4.0494
N -4.4796 -2.3365 4.0602
N -4.1053 -1.2290 3.3693
C -2.8489 -1.2613 2.9393
S -2.1553 0.0968 2.1638
N -2.3923 -2.4605 3.3729
N -1.1289 -2.9713 3.1294
H -4.0978 -4.5234 5.4250
H -2.3422 -4.5486 5.1545
H -3.4346 -5.1982 3.9212
H -4.7718 -0.5012 3.1763
H -1.2253 -3.8672 2.6496
H -0.5970 -3.0305 3.9879
Se -2.5654 -5.7152 1.0379
Sb -3.6617 -4.3749 -0.6041
Se -3.2404 -4.7436 -2.8869
Se -4.9107 -2.4902 0.1394
Se -1.3653 -2.1274 0.0486
F -1.0394 1.7109 -8.7667
C -1.5834 0.6364 -8.1711
F -1.1843 -0.4456 -8.8652
F -2.9171 0.7272 -8.3342
C -1.2099 0.5328 -6.7198
C -1.7003 -0.5407 -5.9846
C -1.3764 -0.6635 -4.6475
C -0.5581 0.2931 -4.0347
C -0.0727 1.3639 -4.7836
C -0.3972 1.4846 -6.1248
C -0.2538 0.1554 -2.6420
C -0.0991 -0.0792 -1.4624
H -2.3345 -1.2788 -6.4582
H -1.7533 -1.4948 -4.0651
H 0.5630 2.0986 -4.3074
H -0.0198 2.3137 -6.7062
F 6.3150 1.7867 3.6884
C 5.0439 1.4308 3.5239
C 4.6741 0.1002 3.6111
F 5.5966 -0.8283 3.8693
C 3.3511 -0.2547 3.4263
F 3.0401 -1.5460 3.5481
C 2.3600 0.6789 3.1337
S 0.6603 0.2290 2.9733
C 2.7633 2.0074 3.0852
F 1.8746 2.9787 2.8374
C 4.0803 2.3887 3.2676
F 4.4283 3.6747 3.1758
```


No. 3
A molecular structure, C12H21CrIOP2, computed with wB97M-V/def2-TZVPD.

Computed properties:
**E_tot**: -2569.9243 a.u.
**2S+1**: 5

Geometry as XYZ:
```
38
C12H21CrIOP2 wB97M-V/def2-TZVPD
Cr -0.0147 0.4190 -0.0145
C 3.6869 1.1553 -0.8446
P 2.3683 0.3419 0.1004
C 2.8269 -1.4176 -0.1690
C 2.8447 0.5895 1.8596
C 4.0564 1.1599 2.2378
C 4.3577 1.3586 3.5783
C 3.4463 0.9870 4.5554
C 2.2368 0.4173 4.1870
C 1.9206 0.2160 2.8466
P 0.3006 -0.4844 2.3182
C -0.9035 0.6696 3.0767
C 0.1319 -1.9509 3.3833
H 4.6400 0.6529 -0.6772
H 3.7533 2.2070 -0.5762
H 3.4248 1.1053 -1.9001
H 3.8492 -1.6020 0.1617
H 2.7428 -1.6491 -1.2312
H 2.1474 -2.0702 0.3761
H 4.7753 1.4606 1.4862
H 5.3023 1.8088 3.8571
H 3.6715 1.1495 5.6017
H 1.5272 0.1449 4.9608
H -0.8712 0.6264 4.1670
H -1.9015 0.4119 2.7211
H -0.6826 1.6845 2.7481
H 0.2975 -1.6882 4.4271
H 0.8438 -2.7200 3.0846
H -0.8764 -2.3500 3.2676
I 0.9707 3.4406 -1.8015
C -0.5433 2.2862 -0.7621
H -1.3688 2.2488 -1.4689
H -0.8365 2.9560 0.0482
C -2.5000 -1.2714 0.2725
O -1.7718 -0.1872 -0.2080
H -3.5681 -1.0347 0.3196
H -2.2038 -1.5857 1.2892
H -2.3963 -2.1594 -0.3626
```


No. 4
A single C27H36O6 molecule, computed with wB97M-V/def2-TZVPD.

Computed properties:
**Energy above the lowest of the compared OMol25 structures with the same formula, charge and spin**: 7.9 kJ/mol
**Structure (SMILES)**: CCC(=O)Oc1ccc2c(c1)CC[C@H]1[C@H]2CC[C@]2(C)[C@H]1C[C@@H](OC(=O)CC)[C@@H]2OC(=O)CC
**E_tot**: -1501.9758 a.u.
**2S+1**: 1

Geometry as XYZ:
```
69
C27H36O6 wB97M-V/def2-TZVPD
C -9.0307 -2.4320 0.0888
C -8.3171 -1.0910 -0.0059
C -6.8166 -1.2624 -0.1093
O -6.2494 -2.2901 -0.3563
O -6.2155 -0.0761 0.0890
C -4.8299 0.0545 0.0543
C -3.9632 -0.8709 0.6135
C -2.6054 -0.6176 0.5776
C -2.0854 0.5430 0.0144
C -2.9648 1.4527 -0.5729
C -4.3293 1.2014 -0.5400
C -2.4791 2.7042 -1.2524
C -1.0037 2.6039 -1.6218
C -0.2261 2.1917 -0.3752
C -0.5880 0.7560 0.0037
C 0.0808 0.3764 1.3437
C 1.0387 1.4495 1.8602
C 2.0242 1.9783 0.8093
C 2.7536 3.1897 1.3970
C 1.2937 2.3594 -0.5113
C 1.9270 1.5089 -1.6254
C 2.5925 0.3268 -0.9347
O 3.6991 -0.1427 -1.6990
C 4.0389 -1.4329 -1.5670
O 3.3794 -2.2413 -0.9672
C 5.3541 -1.7049 -2.2489
C 5.5347 -3.1795 -2.5799
C 3.0620 0.9046 0.4081
O 3.2052 -0.1072 1.3955
C 4.3877 -0.7208 1.4912
O 5.3631 -0.4096 0.8562
C 4.3488 -1.8337 2.5117
C 3.1325 -2.7360 2.3192
H -10.1081 -2.2888 0.0896
H -8.7449 -2.9499 1.0007
H -8.7569 -3.0597 -0.7549
H -8.5333 -0.4606 0.8581
H -8.6421 -0.5483 -0.8974
H -4.3387 -1.7771 1.0591
H -1.9329 -1.3505 0.9963
H -5.0205 1.9027 -0.9831
H -3.0830 2.8897 -2.1432
H -2.6289 3.5535 -0.5777
H -0.8822 1.8636 -2.4138
H -0.6444 3.5642 -1.9967
H -0.5538 2.8566 0.4301
H -0.1970 0.0977 -0.7803
H 0.6279 -0.5596 1.2338
H -0.6834 0.2246 2.1083
H 1.6059 1.0370 2.6953
H 0.4655 2.2938 2.2471
H 3.2981 2.9036 2.2943
H 3.4623 3.5981 0.6799
H 2.0432 3.9699 1.6618
H 1.4777 3.4156 -0.7296
H 1.2066 1.1884 -2.3737
H 2.7101 2.0733 -2.1331
H 1.9127 -0.5135 -0.7597
H 5.4280 -1.0751 -3.1358
H 6.1205 -1.3766 -1.5402
H 5.3915 -3.7795 -1.6852
H 4.8054 -3.4964 -3.3216
H 6.5325 -3.3600 -2.9707
H 4.0464 1.3633 0.2437
H 4.3259 -1.3787 3.5053
H 5.2748 -2.4012 2.4134
H 3.0891 -3.0878 1.2916
H 2.2180 -2.1911 2.5377
H 3.1961 -3.5937 2.9842
```


No. 5
A single C6H11N molecule in a non-equilibrium geometry, computed with wB97M-V/def2-TZVPD.

Computed properties:
**Energy above the lowest of the compared OMol25 structures with the same formula, charge and spin**: 449.1 kJ/mol
**E_tot**: -289.8006 a.u.
**2S+1**: 1

Geometry as XYZ:
```
18
C6H11N wB97M-V/def2-TZVPD
C -0.2897 0.8203 0.6720
C 0.6547 0.0403 -0.5965
C -1.5330 1.5945 0.2691
C -0.2412 -0.5421 -1.6819
N -0.4477 -0.3573 1.3903
C 1.2062 -0.8693 0.3327
C 2.0489 -1.7476 0.7882
H -1.1335 -0.2983 2.1404
H 0.4900 1.5165 1.0049
H 1.3594 0.7892 -0.9581
H -2.2973 0.9283 -0.1310
H -1.9448 2.0976 1.1485
H -1.3020 2.3594 -0.4750
H -0.9896 -1.1874 -1.2254
H 0.3428 -1.1243 -2.3960
H -0.7462 0.2556 -2.2278
H 2.7934 -2.1879 0.1305
H 2.0297 -2.0876 1.8150
```


No. 6
2 unconnected molecules or ions with the total composition C9H21N2O in a non-equilibrium geometry, computed with wB97M-V/def2-TZVPD.

Computed properties:
**Net charge**: +1
**Energy above the lowest of the compared OMol25 structures with the same formula, charge and spin**: 605.0 kJ/mol
**E_tot**: -539.7892 a.u.
**2S+1**: 1

Geometry as XYZ:
```
33
C9H21N2O wB97M-V/def2-TZVPD
C 1.1022 -1.3645 2.9117
C 0.2660 -0.3477 2.5139
C 1.8935 0.3082 -0.2538
C 0.9228 -1.2782 -1.9040
C 0.7156 1.9784 -2.2605
C -1.3719 0.7101 -2.0646
C -1.6021 0.9130 1.6555
C -1.6499 -1.6607 1.6374
C 0.5544 -0.0712 -0.9029
N -0.0353 1.0122 -1.5120
N -0.8798 -0.4339 1.6951
O -0.2134 -0.8050 -0.1316
H 1.9209 -1.1307 3.5953
H 0.8366 -2.2083 2.3933
H 0.4543 0.6532 2.7647
H 2.7345 0.7490 -0.9535
H 1.8435 1.0801 0.5379
H 2.4525 -0.5279 0.1816
H 1.5250 -0.6827 -2.6380
H 1.6702 -1.9465 -1.4764
H -0.0157 -1.7981 -2.0157
H 0.2119 2.9031 -2.6347
H 1.5462 2.4587 -1.6150
H 1.1711 1.5768 -3.1775
H -1.2462 0.7444 -3.1694
H -1.6733 -0.2874 -1.6034
H -1.9876 1.5571 -1.6525
H -2.3787 0.8912 0.7698
H -2.2733 1.1419 2.5104
H -0.6727 1.5745 1.6347
H -2.5474 -1.3784 1.0966
H -1.3138 -2.5659 1.3508
H -1.9603 -1.7648 2.7169
```


No. 7
A gas-phase ion, C26H51FN5OS2 (charge +1) in a non-equilibrium geometry, computed with wB97M-V/def2-TZVPD.

Computed properties:
**Net charge**: +1
**Structure (SMILES)**: CCCCCCCCN(CCCCCCCC)C(=S)SCCCN(c1nc[nH][n+]1COC)[C@H](C)F
**E_tot**: -2265.6965 a.u.
**2S+1**: 1

Geometry as XYZ:
```
86
C26H51FN5OS2 wB97M-V/def2-TZVPD
C 4.1283 -1.5219 3.5706
C 3.1499 -0.1810 3.7596
C 3.9907 1.2346 3.7595
C 4.7865 1.4602 2.3244
C 3.7427 1.9329 1.1207
C 3.1197 0.6500 0.2771
C 3.4314 0.6964 -1.3358
C 2.1131 1.0653 -2.2662
N 1.1216 -0.0705 -2.4133
C -0.0187 0.4574 -3.3096
C -1.0724 1.4279 -2.5109
C -1.0085 2.9234 -3.2454
C -2.4181 3.7563 -3.1572
C -2.2247 4.9299 -1.9884
C -2.1055 4.0967 -0.5449
C -2.8764 4.8442 0.6939
C -2.6270 3.9449 2.0559
C 1.6886 -1.2340 -3.2156
S 3.0029 -1.0747 -4.3330
S 0.9715 -3.0023 -3.1060
C 0.4480 -3.3762 -1.3254
C -0.4539 -4.7251 -1.1905
C -1.9351 -4.5519 -0.5241
N -2.4903 -3.1577 -0.4839
C -2.4189 -2.2264 0.5064
N -2.9727 -0.8259 0.6486
C -2.6543 -0.1461 1.9733
N -1.8173 -1.2356 2.6103
N -1.7005 -2.3912 1.8080
C -0.8746 -3.4593 2.4578
O 0.4536 -3.6966 1.8766
C 1.3154 -2.5062 1.9285
C -3.2680 -2.7194 -1.7454
C -4.8668 -2.9857 -1.4796
F -2.7356 -3.3386 -2.9894
H 4.2436 -1.6411 2.3913
H 5.1826 -1.3936 4.0626
H 3.5663 -2.5123 3.9201
H 2.3639 -0.0932 2.8655
H 2.4775 -0.3216 4.7338
H 3.2364 2.1325 3.9261
H 4.7525 1.2568 4.6564
H 5.3894 0.4987 2.0392
H 5.5749 2.3210 2.5311
H 2.8577 2.5450 1.6001
H 4.3396 2.6711 0.4319
H 3.6784 -0.3161 0.6953
H 1.9684 0.4945 0.4798
H 4.2204 1.5630 -1.5274
H 3.9656 -0.2981 -1.7205
H 2.4096 1.5645 -3.3065
H 1.5439 1.9292 -1.6703
H -0.6009 -0.5149 -3.6741
H 0.4719 0.9797 -4.2602
H -2.1607 0.9890 -2.6929
H -0.8482 1.5116 -1.3520
H -0.7907 2.7567 -4.3997
H -0.1001 3.5403 -2.8065
H -3.3318 3.0491 -2.8815
H -2.6338 4.3275 -4.1685
H -3.1861 5.6153 -1.9762
H -1.2325 5.5461 -2.1444
H -2.6297 3.0467 -0.7314
H -0.9702 3.8774 -0.3659
H -2.4242 5.9141 0.8557
H -4.0328 4.9336 0.5110
H -2.5827 4.5796 3.0404
H -1.6562 3.2860 1.8737
H -3.5194 3.1658 2.1392
H 1.4681 -3.5851 -0.7409
H 0.0051 -2.4035 -0.8563
H 0.2094 -5.5565 -0.6511
H -0.6113 -5.1433 -2.2977
H -1.9647 -5.1295 0.5206
H -2.6789 -5.1826 -1.2153
H -2.9866 0.9135 2.3482
H -1.4332 -1.0497 3.5625
H -1.4954 -4.4737 2.5621
H -0.6878 -3.1138 3.5853
H 0.9514 -1.7724 1.0889
H 1.2044 -2.0324 2.9992
H 2.4422 -2.8617 1.7551
H -3.1429 -1.5479 -1.8854
H -5.3923 -1.9188 -1.3725
H -4.9662 -3.4754 -0.3955
H -5.3889 -3.6648 -2.2888
```


No. 8
A molecular structure, C26H34Cl2F6N2OPdSSb in a non-equilibrium geometry, computed with wB97M-V/def2-TZVPD.

Computed properties:
**Net charge**: +2
**Energy above the lowest of the compared OMol25 structures with the same formula, charge and spin**: 12.8 kJ/mol
**E_tot**: -3481.3072 a.u.
**2S+1**: 4

Geometry as XYZ:
```
74
C26H34Cl2F6N2OPdSSb wB97M-V/def2-TZVPD
Pd -0.2909 0.1676 -1.9241
C -2.3187 1.3140 4.8352
C -1.8413 -0.0708 4.3656
C -0.5140 -0.4187 5.0560
C -2.8917 -1.1109 4.7507
C -1.6178 -0.0179 2.8618
C -2.3581 -0.7654 1.9489
C -2.0924 -0.6618 0.5978
N -1.1446 0.1375 0.1060
C -0.4473 0.9039 0.9656
C -0.6542 0.8373 2.3264
C 0.4656 1.8829 0.3289
C 1.4143 2.6238 1.0021
C 2.1972 3.5521 0.3158
C 1.9310 3.7139 -1.0457
C 0.9741 2.9396 -1.6604
N 0.2598 2.0328 -0.9844
C 3.3179 4.3358 0.9811
C 4.6455 3.7894 0.4288
C 3.1824 5.8252 0.6297
C 3.2991 4.1756 2.5013
H -2.4728 1.2972 5.9146
H -3.2638 1.5873 4.3631
H -1.5867 2.0936 4.6185
H -0.6736 -0.4913 6.1320
H 0.2482 0.3436 4.8895
H -0.1246 -1.3776 4.7082
H -3.0124 -1.1128 5.8337
H -2.5954 -2.1193 4.4526
H -3.8684 -0.8859 4.3178
H -3.1486 -1.4247 2.2754
H -2.6653 -1.2304 -0.1207
H -0.0845 1.4829 2.9792
H 1.5644 2.4623 2.0586
H 2.4842 4.4245 -1.6428
H 0.7695 3.0305 -2.7177
H 4.7160 3.9199 -0.6521
H 4.7559 2.7266 0.6530
H 5.4795 4.3210 0.8888
H 3.3745 6.0191 -0.4256
H 3.9097 6.4001 1.2028
H 2.1880 6.2028 0.8752
H 3.5090 3.1485 2.8080
H 2.3447 4.4879 2.9324
H 4.0743 4.8056 2.9360
F 1.3267 -1.7581 -2.8535
Sb 2.6681 -0.3806 -3.2025
F 1.1526 0.7893 -3.6183
F 3.9685 -1.5085 -2.5257
F 2.6484 -0.9725 -4.9500
F 2.1579 0.1042 -1.4227
F 3.7912 1.0720 -3.4007
Cl -2.1512 1.4669 -3.0903
C -2.1013 0.6607 -4.7021
Cl -1.2693 -0.8893 -4.5881
H -1.5483 1.3060 -5.3729
H -3.1242 0.5020 -5.0176
C 0.7000 -4.1688 -1.3696
S -0.5632 -3.4057 -2.3817
O -1.1346 -2.2642 -1.6649
C -1.7331 -4.6015 -2.7421
C -1.2861 -5.7918 -3.3545
C -2.2129 -6.7770 -3.6037
C -3.5563 -6.5567 -3.2907
C -3.9895 -5.3469 -2.7304
C -3.0874 -4.3415 -2.4736
H 0.1878 -4.5196 -0.4750
H 1.4132 -3.3705 -1.1694
H 1.1697 -4.9761 -1.9276
H -0.2460 -5.9357 -3.6193
H -1.9022 -7.7090 -4.0548
H -4.2819 -7.3323 -3.4979
H -5.0372 -5.1997 -2.5069
H -3.3975 -3.3923 -2.0613
```


No. 9
A single C19H30N4O3 molecule in a non-equilibrium geometry, computed with wB97M-V/def2-TZVPD.

Computed properties:
**Energy above the lowest of the compared OMol25 structures with the same formula, charge and spin**: 187.0 kJ/mol
**Structure (SMILES)**: CCc1cc(CNC(=O)C[C@H]2C(=O)NCCN2CC2CCCCC2)on1
**E_tot**: -1186.7442 a.u.
**2S+1**: 1

Geometry as XYZ:
```
56
C19H30N4O3 wB97M-V/def2-TZVPD
C -7.5836 1.6825 -1.6362
C -7.8764 0.5463 -0.6559
C -6.6939 0.2682 0.2021
C -5.4448 -0.2821 -0.1898
C -4.7189 -0.3055 0.9657
C -3.3279 -0.7533 1.2662
N -2.3921 -0.2477 0.2883
C -1.6720 -1.0737 -0.5012
O -1.8089 -2.2817 -0.4807
C -0.7009 -0.3543 -1.4227
C 0.6829 -0.0727 -0.7667
C 0.4527 0.2581 0.7060
O -0.1046 1.2905 1.0449
N 0.8329 -0.6591 1.6097
C 1.5460 -1.8911 1.3505
C 1.4109 -2.2687 -0.1302
N 1.6051 -1.1544 -1.0255
C 2.9616 -0.7620 -1.3394
C 3.7240 0.0885 -0.2906
C 4.9521 -0.6484 0.2483
C 5.6596 0.1817 1.3157
C 6.0849 1.5301 0.7438
C 4.8760 2.2739 0.1854
C 4.1679 1.4326 -0.8729
O -5.4658 0.1934 1.9644
N -6.6830 0.5400 1.4802
H -7.3337 2.5914 -1.0941
H -8.4554 1.8769 -2.2558
H -6.7484 1.4253 -2.2838
H -8.1341 -0.3584 -1.2117
H -8.7138 0.8147 -0.0118
H -5.1431 -0.6144 -1.1602
H -3.2675 -1.8472 1.2144
H -3.0587 -0.4198 2.2732
H -2.1509 0.7321 0.3341
H -1.1443 0.5920 -1.7309
H -0.5256 -0.9792 -2.2983
H 1.0819 0.8306 -1.2378
H 0.6618 -0.4156 2.5766
H 2.6008 -1.7678 1.6270
H 1.1209 -2.6825 1.9746
H 0.4052 -2.6581 -0.3067
H 2.1291 -3.0523 -0.3750
H 3.5155 -1.6818 -1.5407
H 2.9126 -0.2043 -2.2808
H 3.0509 0.3035 0.5454
H 4.6617 -1.6166 0.6644
H 5.6429 -0.8379 -0.5772
H 6.5328 -0.3587 1.6877
H 4.9828 0.3439 2.1586
H 6.5659 2.1294 1.5195
H 6.8124 1.3701 -0.0554
H 5.1916 3.2248 -0.2487
H 4.1774 2.4935 0.9964
H 4.8454 1.2561 -1.7122
H 3.3004 1.9793 -1.2502
```